No. 1
The following is a quantum chemistry calculation of a molecular structure, C30H79CrN5O12V at a distorted geometry, from the OMol25 dataset.

Output
LUMO (alpha / beta)   -0.37 / -0.64 eV
Orbital gap (alpha / beta)   3.900 / 3.637 eV
<S²>   15.850
DFT total energy   -118509.868 eV

```
! RIJCOSX wB97M-V def2-TZVPD def2/J DEFGRID3
* xyz 0 8
Cr 2.64128 -2.08060 -2.35566
V -0.40986 -0.70943 0.42204
O 4.04994 -4.86659 1.87044
C 4.49481 -3.54860 1.45929
C 4.25110 -2.99832 -0.04862
O 2.92326 -3.35400 -0.59352
H 5.55637 -3.44774 1.68516
H 4.12917 -2.80568 2.16814
H 5.05227 -3.50566 -0.58604
H 4.45069 -1.92682 -0.06088
O 1.06173 -0.88595 -1.35082
C 1.10361 0.43529 -1.91442
C -0.22073 1.26330 -1.76154
O -1.08422 1.19432 -0.57613
H 1.49766 0.36252 -2.92809
H 1.93605 0.96181 -1.44762
H -0.89192 1.12188 -2.60865
H 0.07170 2.29708 -1.94564
C 5.10194 3.34343 -1.03386
O 4.12075 3.88366 -0.23820
C 3.10836 4.38244 -1.08663
C 1.81602 4.50673 -0.26728
N 1.82720 5.45513 0.90316
C 0.51926 5.49506 1.52961
C 0.00622 4.06845 1.90991
O 0.93222 3.43157 2.81102
C 0.88900 4.01322 4.08443
H 5.65730 3.93490 -1.76176
H 4.77880 2.38387 -1.43749
H 5.88982 2.93609 -0.40029
H 2.78197 3.67920 -1.85281
H 3.41187 5.30951 -1.57297
H 1.66483 3.48416 0.07854
H 0.97887 4.68120 -0.94319
H 2.44131 5.07028 1.60662
H -0.15035 6.06849 0.88860
H 0.53355 6.06601 2.45801
H -0.30110 3.42571 1.08496
H -0.89985 4.19897 2.50160
H 1.30878 5.01886 4.06043
H 1.51157 3.44442 4.77505
H -0.09390 4.07194 4.55194
C 3.24262 0.98968 1.83278
C 2.26163 0.05253 2.47583
C 2.32694 0.00701 4.13419
O 1.27811 -0.74172 4.66480
C 1.11864 -0.47464 6.08204
N 0.90662 0.42632 2.09887
H 3.49210 0.83873 0.78250
H 4.16067 0.82042 2.39549
H 2.93714 2.03175 1.92696
H 2.34208 -0.98983 2.16741
H 2.30026 1.03647 4.49140
H 3.24713 -0.47470 4.46480
H 2.12088 -0.41557 6.50647
H 0.47908 -1.18718 6.60295
H 0.62312 0.49555 6.11781
H 0.38042 0.25284 2.94334
H 0.98155 1.43184 2.15731
C -1.89692 -3.20473 -2.48881
C -2.55322 -1.95836 -2.02323
C -4.07131 -2.03615 -2.11930
O -4.73025 -0.76405 -1.91069
C -6.07552 -0.80719 -2.05425
N -2.10915 -1.61231 -0.64922
H -0.82486 -3.06536 -2.62798
H -2.30452 -3.72367 -3.35637
H -1.99585 -4.06384 -1.82530
H -2.30582 -1.18179 -2.74699
H -4.47250 -2.83112 -1.49068
H -4.41327 -2.23858 -3.13428
H -6.56496 0.07733 -1.64660
H -6.58433 -1.60625 -1.51508
H -6.33047 -0.84859 -3.11321
H -2.68869 -2.27611 -0.15565
H -2.62850 -0.74709 -0.69122
C 0.28402 -4.75031 -4.98428
C 1.40028 -4.34367 -3.99298
C 2.83837 -4.90035 -4.25981
O 3.82852 -4.42681 -3.33790
C 5.10394 -4.95235 -3.58197
N 1.51612 -2.90328 -4.01537
H -0.71063 -4.86913 -4.55456
H 0.62040 -5.75309 -5.24767
H 0.21795 -4.20259 -5.92435
H 1.04138 -4.63653 -3.00631
H 3.11664 -4.83391 -5.31159
H 2.79992 -5.98688 -4.18178
H 5.74232 -4.47250 -2.84013
H 5.37666 -4.72391 -4.61227
H 5.17498 -6.03980 -3.55929
H 1.75224 -2.66305 -4.96755
H 0.52943 -2.69283 -3.96790
C -0.88996 -4.00912 3.26630
C -1.11082 -2.89018 2.26897
C -1.92812 -1.75600 2.82471
O -1.93658 -0.66876 2.03711
C -2.76752 0.24626 2.59942
N 0.04307 -2.58778 1.37293
H -0.19297 -4.80861 3.01504
H -1.88197 -4.42281 3.44758
H -0.50427 -3.63369 4.21413
H -1.76892 -3.25122 1.47862
H -1.52027 -1.47340 3.79522
H -2.94279 -2.07862 3.05807
H -2.64036 1.21183 2.10993
H -2.43075 0.44779 3.61632
H -3.83219 0.01420 2.62636
H 0.21425 -3.44229 0.86244
H 0.78167 -2.70776 2.05129
C -3.28095 4.57714 -2.68655
C -2.39812 4.65421 -1.37138
O -2.86928 3.90915 -0.24647
H -2.86897 5.22908 -3.45684
H -4.28990 4.96963 -2.55979
H -3.28615 3.49095 -2.77745
H -2.37166 5.68400 -1.01510
H -1.38483 4.35605 -1.64050
H -2.48194 3.05439 -0.44886
C -5.32529 1.68537 -0.01117
C -6.14553 2.74074 0.78157
O -5.56107 3.96877 0.50156
H -5.58769 0.71305 0.40577
H -4.24631 1.80939 0.08119
H -5.43705 1.73787 -1.09415
H -6.08209 2.62959 1.86403
H -7.19578 2.82523 0.50242
H -4.60784 3.85496 0.50057
*
```

---

No. 2
The following is a quantum chemistry calculation of 7 unconnected molecules or ions with the total composition C30H80B2F8N5O10 at a distorted geometry, from the OMol25 dataset.

Output
LUMO   -4.95 eV
Orbital gap   7.499 eV
ΔE to the lowest compared entry with this formula, charge and spin   660.7 kJ/mol
DFT total energy   -83405.043 eV

```
! RIJCOSX wB97M-V def2-TZVPD def2/J DEFGRID3
* xyz 3 1
C 23.17579 10.35137 3.62736
O 24.08124 10.72857 4.63324
C 24.74642 9.64623 5.31919
C 25.47904 10.13097 6.56440
N 24.49913 10.36287 7.71204
H 23.87097 11.12186 7.48968
H 23.86428 9.58762 7.83881
C 25.05409 10.63077 9.11268
C 25.72769 12.01675 9.15838
O 24.87519 13.00547 8.60445
C 25.58978 14.18509 8.28419
H 23.67699 9.75749 2.86303
H 22.77666 11.24269 3.14328
H 22.38170 9.79315 4.12327
H 25.40849 9.11490 4.63550
H 23.98120 8.96113 5.68414
H 26.33127 10.80341 6.46617
H 26.00062 9.26409 6.97007
H 25.71392 9.85125 9.49357
H 24.15296 10.58561 9.72424
H 26.73550 12.03746 8.74367
H 25.93746 12.27518 10.19632
H 25.81078 14.84823 9.12056
H 24.91525 14.70676 7.60524
H 26.54749 13.91677 7.83822
C 15.86398 1.15228 -13.43406
O 15.20687 1.56727 -12.23167
C 14.38327 0.56635 -11.68604
C 13.73433 1.17079 -10.44647
N 14.73313 1.94642 -9.54531
H 15.46109 1.27014 -9.36418
H 15.19036 2.65585 -10.10008
C 14.10757 2.70908 -8.34670
C 15.21669 3.08156 -7.34551
O 16.13341 4.00180 -7.87453
C 16.93188 4.68762 -6.94822
H 16.38620 2.01882 -13.83964
H 15.15270 0.88411 -14.21525
H 16.64899 0.39869 -13.37142
H 14.86756 -0.34071 -11.32437
H 13.57923 0.23331 -12.34232
H 12.96692 0.64603 -9.87743
H 13.24373 2.06862 -10.82238
H 13.42716 1.92156 -8.02275
H 13.54178 3.57444 -8.69184
H 15.69229 2.21930 -6.87816
H 14.66628 3.67997 -6.61950
H 17.67132 4.03298 -6.48695
H 16.36826 5.04312 -6.08563
H 17.44496 5.46201 -7.51846
C 19.18800 16.48082 -3.54617
O 20.60452 16.45629 -3.65736
C 20.89619 15.52596 -4.64772
C 22.38616 15.15271 -4.59004
N 22.72076 14.65644 -3.17880
H 22.53751 15.41428 -2.53676
H 22.05913 13.92224 -2.97074
C 24.15887 14.05586 -3.00622
C 25.25738 15.05910 -2.80978
O 25.08367 15.71228 -1.61489
C 25.25982 15.03449 -0.34446
H 18.60979 16.41007 -4.46744
H 18.85088 17.31355 -2.92890
H 18.96193 15.65980 -2.86578
H 20.63783 15.87942 -5.64593
H 20.28279 14.62501 -4.65895
H 22.78771 16.14282 -4.80578
H 22.58865 14.34544 -5.29388
H 24.37909 13.40832 -3.85493
H 24.04161 13.38659 -2.15391
H 25.14107 15.73468 -3.65722
H 26.22447 14.58074 -2.96473
H 24.53846 14.22321 -0.24660
H 25.11929 15.70615 0.50243
H 26.23343 14.55416 -0.24720
C 12.80700 8.57575 -5.38494
O 13.59870 9.16515 -6.40321
C 14.00060 10.56015 -6.21695
C 14.41717 11.08430 -7.60113
N 15.59498 10.18588 -8.12282
H 16.41764 10.29398 -7.54694
H 15.43127 9.19177 -8.05165
C 15.98689 10.58498 -9.55017
C 17.40379 10.28447 -9.83305
O 18.24105 11.02111 -8.89638
C 19.61380 10.58441 -9.00747
H 12.57882 7.52676 -5.57372
H 11.82698 9.02115 -5.21380
H 13.44101 8.54933 -4.49869
H 14.77963 10.70344 -5.46817
H 13.17513 11.18033 -5.86757
H 14.73331 12.12626 -7.65077
H 13.58137 10.99518 -8.29511
H 15.63751 11.59644 -9.75747
H 15.36524 10.04370 -10.26339
H 17.81329 10.42515 -10.83336
H 17.48472 9.20661 -9.69247
H 19.72384 9.50139 -8.95202
H 20.17625 10.90426 -8.13030
H 20.06960 10.90647 -9.94376
C 27.15783 2.84291 -3.65694
O 25.83058 3.21337 -3.35047
C 25.57313 3.94186 -2.13883
C 25.42295 5.47086 -2.37662
N 24.28113 5.81179 -3.32490
H 23.47481 5.34707 -2.93249
H 23.94866 6.76505 -3.29594
C 24.35233 5.31656 -4.76956
C 25.53506 5.99699 -5.50920
O 25.58153 7.43999 -5.28427
C 26.14801 8.16900 -6.35991
H 27.57966 3.73676 -4.11651
H 27.21592 2.16828 -4.51110
H 27.77263 2.57692 -2.79707
H 26.48154 3.79422 -1.55477
H 24.73481 3.58651 -1.53962
H 26.36623 5.91878 -2.68917
H 25.10386 5.92646 -1.43922
H 23.44371 5.66771 -5.25866
H 24.36889 4.22704 -4.79750
H 25.57885 5.70512 -6.55847
H 26.47014 5.58900 -5.12542
H 27.10324 7.80347 -6.73673
H 26.34517 9.20185 -6.07276
H 25.43148 8.18728 -7.18108
B 20.16737 10.00513 -3.81439
F 19.10299 10.10349 -4.71799
F 21.36290 10.02178 -4.52436
F 20.14149 11.00619 -2.84534
F 20.24000 8.74719 -3.20196
B 20.22791 3.80162 -0.00665
F 20.24641 2.89642 0.96912
F 20.86725 4.91207 0.34793
F 20.65294 3.17615 -1.13705
F 18.89741 4.13243 -0.24109
*
```

---

No. 3
The following is a quantum chemistry calculation of 7 unconnected molecules or ions with the total composition C30H80N6O11 at a distorted geometry, from the OMol25 dataset.

Output
LUMO   -0.11 eV
Orbital gap   8.017 eV
ΔE to the lowest compared entry with this formula, charge and spin   358.1 kJ/mol
DFT total energy   -63844.399 eV

```
! RIJCOSX wB97M-V def2-TZVPD def2/J DEFGRID3
* xyz 0 1
N 1.02830 3.14396 2.21104
H 1.18730 2.93596 3.14804
H 1.82330 2.84796 1.71104
H 0.94930 4.08196 2.19304
H 0.36030 2.55596 1.81904
O 0.69930 1.02196 0.34904
H 0.29630 0.07496 0.30204
C 5.21230 4.70596 -1.76396
O 3.95930 4.12196 -1.71696
C 3.60330 3.44296 -0.49496
C 4.05030 1.98596 -0.60996
N 3.45130 1.21796 0.54404
C 3.92730 -0.15404 0.41604
C 3.05930 -1.04804 1.36004
O 3.69330 -2.31904 1.63404
C 3.33730 -3.29704 0.78104
H 5.31130 5.56196 -1.03196
H 4.94330 5.32196 -2.54296
H 5.99630 3.77296 -1.75096
H 2.50430 3.34296 -0.70596
H 3.80530 3.76396 0.35904
H 5.21130 1.94496 -0.54396
H 3.76930 1.71396 -1.64696
H 2.36830 1.27496 0.46804
H 4.73730 -0.34504 0.75804
H 3.87130 -0.52604 -0.60596
H 2.05730 -1.15804 1.19804
H 3.12130 -0.59604 2.32504
H 3.90530 -4.11604 0.94304
H 3.65830 -3.01904 -0.21296
H 2.36130 -3.52204 0.89104
C 3.22530 4.60796 8.15604
O 2.35030 3.49496 7.86304
C 2.17330 3.17596 6.50604
C 1.27630 1.87996 6.50904
N 1.27830 1.26496 5.22304
C 0.32330 0.14196 5.29904
C 0.35230 -0.58604 3.90404
O -0.54470 -1.64404 4.05304
C -0.87970 -2.24104 2.74104
H 3.70630 4.67196 9.05104
H 2.73930 5.61996 8.14504
H 4.16530 4.51996 7.36604
H 3.07530 3.04096 6.30204
H 1.83630 3.97396 5.90604
H 0.19630 1.99396 6.69904
H 1.71930 1.28896 7.36004
H 2.20730 0.65196 4.82104
H -0.52070 0.73096 5.37904
H 0.57430 -0.41004 6.12704
H 1.12830 -0.88304 3.58804
H 0.02930 0.15396 3.29504
H 0.02830 -2.67504 2.21504
H -1.44770 -1.51904 1.99904
H -1.48670 -2.97904 2.84204
C -3.91970 -1.47804 -0.47496
O -3.92570 -0.12704 0.15204
C -2.74570 0.59496 -0.15096
C -2.57670 1.99696 0.23304
N -1.30170 2.79496 -0.06296
C -1.40170 3.07096 -1.46696
C -0.04670 3.78196 -1.83196
O -0.04170 4.47296 -3.05696
C 1.18530 5.19496 -3.23096
H -4.91270 -1.71404 -0.11396
H -3.22370 -2.22404 -0.18596
H -3.76170 -1.21204 -1.36796
H -2.42970 0.45096 -1.28796
H -1.98070 0.02496 0.46504
H -2.58570 2.02996 1.34704
H -3.54270 2.47396 0.06304
H -0.52970 2.10096 -0.02496
H -2.28170 3.89496 -1.64896
H -1.62070 2.19196 -2.07196
H 0.84030 2.96996 -2.05596
H 0.16030 4.63996 -1.05996
H 1.19130 5.80896 -4.23596
H 2.00030 4.47696 -3.31996
H 1.45630 5.96396 -2.29796
C -6.90270 3.01596 -4.35796
O -5.96970 1.97396 -3.97696
C -4.64070 2.22596 -4.33296
C -3.91870 0.81296 -4.08096
N -2.51070 1.17296 -4.62496
C -1.48170 0.19796 -4.51196
C -0.14270 0.88496 -4.73296
O 0.88630 0.03696 -4.24996
C 1.64430 0.53596 -3.22296
H -7.09870 3.06096 -5.43996
H -6.67170 3.94796 -3.92396
H -7.67870 2.75796 -3.60196
H -4.10970 2.97296 -3.52096
H -4.39870 2.37396 -5.34796
H -4.40270 0.05996 -4.61196
H -4.18670 0.76696 -3.07996
H -2.68570 1.46096 -5.56096
H -1.43670 -0.72804 -5.17896
H -1.42770 -0.32604 -3.51396
H -0.27670 2.02996 -4.34696
H -0.11270 1.06296 -5.82296
H 2.24530 1.29596 -3.33696
H 2.29730 -0.30204 -2.84696
H 1.06530 0.57396 -2.31796
C -3.43970 -9.69504 0.07204
O -2.15170 -9.54004 0.57504
C -1.61370 -8.26804 0.48204
C -0.86170 -8.07604 -0.79396
N -0.14770 -6.74004 -0.76796
C -1.00170 -5.63304 -1.18496
C -0.42070 -4.29904 -0.62096
O -0.69170 -3.19004 -1.34396
C 0.10730 -2.07604 -1.13396
H -4.03270 -9.03204 0.39804
H -3.84870 -10.59904 0.39404
H -3.59270 -9.64804 -0.93996
H -0.99170 -7.94904 1.28404
H -2.48170 -7.49404 0.60004
H -1.51570 -8.11204 -1.77296
H -0.14270 -8.90804 -0.65296
H 0.72430 -6.67904 -1.23796
H -2.21670 -5.77504 -0.85696
H -0.78570 -5.41104 -2.25296
H 0.64930 -4.38004 -0.54196
H -0.52670 -4.09804 0.55904
H -0.27770 -1.19604 -1.62596
H 0.96130 -2.10204 -1.44896
H 0.44430 -2.15504 -0.08996
*
```